# 1
{"formula": "C6H13N2O2S", "method": "ωB97M-V/def2-TZVPD", "symbols": ["C", "C", "C", "C", "C", "C", "N", "N", "O", "O", "S", "H", "H", "H", "H", "H", "H", "H", "H", "H", "H", "H", "H", "H"], "positions_angstrom": [[-1.901, 0.059, 0.004], [-1.145, 1.338, -0.485], [-1.077, -1.201, -0.195], [0.222, 1.439, 0.252], [0.294, -1.063, 0.425], [1.132, 0.222, 0.128], [4.153, -0.195, -0.146], [1.775, 0.085, -1.180], [3.621, -0.851, -2.578], [2.828, -2.243, -0.621], [3.192, -0.919, -1.156], [-2.070, 0.195, 1.134], [-2.843, 0.003, -0.375], [-1.071, 1.114, -1.626], [-1.675, 2.234, -0.231], [-1.420, -2.194, 0.267], [-1.024, -1.454, -1.290], [0.829, 2.405, 0.037], [0.014, 1.637, 1.334], [0.156, -1.144, 1.493], [0.915, -1.765, 0.127], [1.910, 0.104, 0.880], [3.734, -0.393, 0.738], [0.969, -0.102, -1.869]], "forces_ev_per_angstrom": [[2.28, 0.84, 3.50], [1.01, -2.38, -1.08], [0.15, -1.51, -0.79], [1.26, 2.02, 0.45], [-2.05, 3.72, 1.02], [-1.12, -1.51, -0.11], [-0.28, 0.22, -1.85], [-1.93, 0.38, -0.73], [-0.58, -0.28, 2.24], [-0.40, 0.33, -0.82], [1.11, 0.44, -0.91], [0.26, -0.21, -1.25], [-2.72, -0.18, -1.48], [0.22, 1.18, 1.70], [-0.64, 0.45, -0.41], [-0.48, 1.59, -0.55], [0.13, 0.39, 0.71], [-1.05, -1.47, -0.40], [-0.19, -0.60, -0.55], [0.00, 0.01, 0.65], [2.59, -3.88, -1.20], [0.06, 1.04, 0.08], [0.11, -0.36, 0.90], [2.26, -0.22, 0.88]], "gap_ev": 7.47, "smiles": "N=[S@@](=O)([O-])NC1CCCCC1", "lumo_energy_ev": 3.349, "charge": -1}

***

# 2
{"formula": "C6H13N2P", "method": "ωB97M-V/def2-TZVPD", "symbols": ["C", "C", "C", "C", "C", "C", "N", "N", "P", "H", "H", "H", "H", "H", "H", "H", "H", "H", "H", "H", "H", "H"], "positions_angstrom": [[1.164, 1.181, 0.090], [0.086, 0.081, 0.044], [0.856, -1.995, 1.181], [-1.111, 0.696, -2.097], [-0.007, -0.708, 1.335], [-1.018, 0.167, -0.674], [0.704, 2.018, 1.032], [-0.388, 2.567, 1.040], [-1.547, 2.547, 0.017], [1.370, 1.654, -0.904], [2.142, 0.718, 0.270], [1.840, -1.602, 0.860], [0.934, -2.447, 2.157], [0.361, -2.711, 0.516], [-0.131, 1.306, -2.375], [-1.134, -0.243, -2.676], [-2.051, 1.325, -2.367], [-0.947, -1.018, 1.565], [0.352, -0.111, 2.267], [-1.962, -0.505, -0.512], [1.374, 2.171, 1.833], [-0.950, 2.465, -1.273]], "forces_ev_per_angstrom": [[1.18, -3.16, -4.92], [0.25, 0.32, 1.92], [-0.13, 1.38, 0.40], [1.01, 0.45, -1.28], [3.72, 0.52, 0.61], [-2.84, -1.05, -2.36], [6.39, 0.78, 3.74], [-3.79, 2.26, 2.36], [-2.12, 1.73, -1.14], [-0.59, -0.15, 0.41], [-0.21, 0.29, 0.80], [-0.28, -1.02, -0.12], [0.32, -0.36, 0.28], [0.50, 0.28, -0.20], [-2.16, -1.43, 0.23], [0.01, 0.46, -0.39], [1.61, -1.25, 0.57], [-3.04, -0.51, 0.42], [-0.45, -0.91, -1.68], [1.94, 1.14, 0.44], [-1.56, -0.19, -0.83], [0.23, 0.43, 0.71]], "gap_ev": 7.93, "smiles": "[H]/P=N\\NC/C(=C\\C)CC", "lumo_energy_ev": 0.766}

***

# 3
{"formula": "C6H13N2S", "method": "ωB97M-V/def2-TZVPD", "symbols": ["C", "C", "C", "C", "C", "C", "N", "N", "S", "H", "H", "H", "H", "H", "H", "H", "H", "H", "H", "H", "H", "H"], "positions_angstrom": [[1.097, -2.387, -0.214], [-0.039, -2.209, 0.417], [0.881, 1.819, -1.238], [-0.134, 2.226, -0.071], [-0.601, -0.120, 1.362], [-0.806, -0.905, 0.122], [-0.946, -0.730, 2.464], [0.298, 1.093, -2.347], [-0.065, 1.494, 1.527], [1.546, -3.424, -0.018], [1.339, -1.590, -0.958], [-0.530, -2.838, 1.053], [1.423, 2.779, -1.429], [1.819, 1.257, -0.872], [0.046, 3.166, 0.390], [-1.176, 2.253, -0.436], [-0.286, -0.297, -0.635], [-1.798, -1.041, -0.075], [-0.821, -0.397, 3.441], [-1.066, -1.717, 2.687], [-0.503, 1.502, -2.818], [0.324, 0.068, -2.352]], "forces_ev_per_angstrom": [[0.17, -1.84, 0.02], [-0.11, 2.86, -2.51], [1.41, -0.08, 1.30], [-0.07, -0.96, -1.28], [-1.10, 0.21, 0.96], [4.14, 0.82, 0.76], [0.28, -0.55, 3.75], [0.34, 0.29, 0.11], [-0.09, -1.69, 0.68], [0.18, 2.04, -0.86], [0.69, -1.28, 0.66], [-0.78, -2.01, 1.55], [-0.94, -0.54, -0.95], [-1.78, 0.29, -0.08], [0.44, 1.70, -0.67], [0.47, -0.10, 0.09], [-0.69, -0.77, -0.04], [-2.78, -0.30, -0.59], [0.06, 1.12, -1.32], [-0.20, -0.11, -1.71], [0.34, -0.21, 0.19], [0.02, 1.12, -0.05]], "gap_ev": 8.55, "lumo_energy_ev": -4.193, "charge": 1}

***

# 4
{"formula": "C6H13N3", "method": "ωB97M-V/def2-TZVPD", "symbols": ["C", "C", "N", "N", "H", "H", "H", "H", "H", "H", "C", "C", "C", "C", "N", "H", "H", "H", "H", "H", "H", "H"], "positions_angstrom": [[0.782, -0.183, -1.955], [1.468, 0.261, -0.700], [0.730, 1.503, 0.002], [2.727, 0.159, -0.551], [-0.104, 1.754, -0.530], [1.337, 2.332, 0.044], [3.098, 0.602, 0.286], [0.985, 0.531, -2.762], [1.190, -1.151, -2.241], [-0.293, -0.293, -1.827], [-2.234, -0.301, 0.402], [-1.022, -1.203, 0.635], [0.221, -0.583, 0.999], [0.329, 0.850, 1.346], [-1.087, -2.487, 0.490], [-2.017, -2.772, 0.186], [0.966, -1.251, 1.407], [-2.021, 0.533, -0.276], [-3.059, -0.866, -0.033], [-2.584, 0.132, 1.343], [1.150, 1.062, 2.031], [-0.563, 1.369, 1.703]], "forces_ev_per_angstrom": [[-0.04, -0.03, 0.05], [0.04, 0.43, 0.12], [0.22, -0.24, -0.03], [-0.37, -0.04, 0.07], [0.06, -0.09, 0.03], [-0.05, -0.18, 0.00], [-0.05, 0.04, -0.03], [0.01, -0.03, 0.08], [0.01, 0.03, 0.03], [0.00, 0.01, 0.03], [0.07, -0.09, 0.02], [-0.08, -0.17, -0.08], [0.09, 0.12, -0.07], [0.01, -0.07, -0.18], [-0.08, 0.29, -0.02], [0.04, 0.07, 0.03], [0.01, 0.00, 0.02], [0.02, -0.03, 0.01], [0.05, -0.01, 0.02], [0.04, -0.03, -0.02], [-0.01, 0.01, -0.03], [0.00, -0.01, -0.04]], "gap_ev": 6.94, "lumo_energy_ev": 0.268}

***

# 5
{"formula": "C6H13N3", "method": "ωB97M-V/def2-TZVPD", "symbols": ["C", "C", "C", "C", "C", "C", "N", "N", "N", "H", "H", "H", "H", "H", "H", "H", "H", "H", "H", "H", "H", "H"], "positions_angstrom": [[1.105, 0.450, 0.021], [-0.985, 1.265, 0.260], [0.347, 1.682, -0.304], [1.927, -0.222, -1.035], [1.589, 0.252, 1.424], [-1.473, -0.018, 0.002], [-0.976, -2.192, -0.766], [-2.855, -0.287, -0.042], [-0.573, -0.958, -0.263], [-1.489, 1.902, 0.975], [-1.931, -2.219, -1.111], [-0.798, -2.947, -0.115], [-3.429, 0.523, 0.130], [-3.145, -1.089, 0.505], [0.328, 1.899, -1.374], [0.715, 2.563, 0.228], [1.445, -0.184, -2.009], [2.900, 0.287, -1.098], [2.111, -1.267, -0.785], [1.108, 0.922, 2.136], [2.671, 0.418, 1.476], [1.409, -0.779, 1.745]], "forces_ev_per_angstrom": [[0.42, 0.12, -0.84], [-0.76, 0.20, 0.04], [-0.09, -0.91, 0.12], [0.04, -0.03, 0.08], [-0.41, -0.21, 0.07], [0.33, 0.39, -0.02], [0.26, -0.01, -0.78], [0.40, -0.14, 0.16], [-0.19, 0.28, 1.61], [-0.17, 0.03, -0.17], [0.15, 0.15, -0.05], [-0.06, 0.28, 0.05], [0.09, -0.02, 0.03], [0.03, 0.04, -0.05], [0.05, 0.01, -0.03], [0.08, -0.20, 0.10], [0.01, 0.03, 0.01], [-0.07, 0.01, 0.01], [0.02, -0.02, -0.01], [-0.10, -0.04, -0.11], [-0.02, -0.03, -0.21], [-0.01, 0.06, -0.02]], "gap_ev": [7.04, 7.04], "lumo_energy_ev": [0.676, 0.673]}

***

# 6
{"formula": "C6H13N3", "method": "ωB97M-V/def2-TZVPD", "symbols": ["C", "C", "C", "N", "C", "N", "C", "C", "N", "H", "H", "H", "H", "H", "H", "H", "H", "H", "H", "H", "H", "H"], "positions_angstrom": [[0.797, -0.956, 0.083], [0.046, 1.759, -1.049], [1.483, -0.066, 1.118], [-0.847, 2.108, -0.117], [-0.411, -0.267, -0.648], [1.800, -1.461, -0.825], [-1.623, 0.040, 0.273], [-1.835, -0.430, 1.517], [-0.702, -0.760, -1.825], [-0.413, 2.309, 0.783], [0.354, -1.818, 0.596], [2.232, -0.695, -1.332], [1.382, -2.091, -1.501], [-1.698, -0.950, -1.935], [1.105, 2.006, -0.954], [-0.300, 1.779, -2.074], [-2.501, 0.319, -0.301], [2.007, 0.756, 0.629], [0.779, 0.351, 1.833], [2.234, -0.652, 1.643], [-1.080, -0.918, 2.113], [-2.811, -0.360, 1.974]], "forces_ev_per_angstrom": [[0.83, 1.55, -0.49], [-1.63, 3.85, 1.50], [0.05, -0.21, -0.09], [2.19, 0.17, -2.29], [-2.64, -3.94, 0.69], [0.17, -0.22, 0.13], [-0.24, -2.08, 0.02], [0.33, 0.29, -0.82], [0.98, 0.04, 1.30], [0.24, -0.18, -0.03], [-0.25, 0.26, -0.19], [-0.04, -0.13, -0.05], [0.00, 0.23, -0.06], [-0.16, 0.97, -0.18], [0.13, -0.73, 0.32], [-0.13, -0.54, 0.03], [0.12, 0.40, 0.08], [0.02, 0.03, -0.02], [-0.03, 0.04, 0.07], [-0.04, 0.00, 0.09], [0.21, 0.09, 0.06], [-0.08, 0.11, -0.05]], "gap_ev": [8.85, 8.85], "smiles": "[H]/N=C(\\C=C)[C@H](C)N.C=N", "lumo_energy_ev": [-0.308, -0.308]}

***

# 7
{"formula": "C6H13N3", "method": "ωB97M-V/def2-TZVPD", "symbols": ["C", "C", "C", "N", "C", "C", "N", "C", "N", "H", "H", "H", "H", "H", "H", "H", "H", "H", "H", "H", "H", "H"], "positions_angstrom": [[-2.565, 0.737, -0.938], [-0.545, -1.416, -0.859], [2.152, -0.143, -0.408], [-0.058, -1.034, 2.024], [-0.443, -0.056, -0.226], [0.939, 0.346, 0.386], [1.059, 1.783, 0.599], [0.920, -0.293, 1.752], [-1.301, 0.876, -0.273], [-0.102, -1.406, 2.970], [1.151, 2.245, -0.300], [0.186, 2.121, 0.999], [1.693, 0.068, 2.440], [-2.533, 0.145, -1.856], [-2.912, 1.749, -1.190], [-3.285, 0.285, -0.258], [0.040, -2.131, -0.288], [-1.586, -1.745, -0.888], [-0.166, -1.376, -1.884], [3.060, 0.214, 0.077], [2.186, -1.228, -0.462], [2.110, 0.260, -1.419]], "forces_ev_per_angstrom": [[-0.26, 0.17, -0.06], [-0.34, 0.10, 0.09], [-0.33, 0.09, 0.01], [-0.33, -0.60, 0.50], [0.57, 0.89, -1.01], [-0.68, -0.08, 0.18], [0.24, -0.09, 0.15], [-0.05, 0.57, 0.21], [0.73, -0.19, 0.12], [0.39, 0.17, 0.09], [-0.04, -0.01, 0.08], [0.06, -0.03, -0.20], [0.07, -0.31, 0.09], [0.03, -0.06, -0.02], [-0.07, -0.35, 0.03], [-0.21, -0.03, 0.01], [-0.04, -0.09, -0.08], [0.13, -0.07, 0.00], [0.01, -0.03, -0.02], [0.01, 0.02, -0.01], [0.00, -0.07, -0.06], [0.10, 0.01, -0.10]], "gap_ev": 10.05, "smiles": "[H]/N=C/[C@](C)(N)/C(C)=N/C", "lumo_energy_ev": 1.020}

***

# 8
{"formula": "C6H13N3", "method": "ωB97M-V/def2-TZVPD", "symbols": ["C", "C", "C", "C", "C", "C", "N", "N", "N", "H", "H", "H", "H", "H", "H", "H", "H", "H", "H", "H", "H", "H"], "positions_angstrom": [[-3.131, 0.496, 1.029], [-0.924, 0.309, 0.007], [-2.241, 2.405, -0.010], [2.762, -2.022, 0.709], [3.120, -0.835, -1.368], [2.270, -1.208, -0.340], [-3.400, 1.603, 0.487], [-1.899, -0.040, 1.024], [-1.236, 1.476, -0.503], [-3.896, 0.023, 1.511], [-2.642, 3.187, -0.731], [-1.702, 2.823, 0.759], [2.393, -3.136, 0.519], [2.086, -1.749, 1.478], [3.761, -2.063, 0.916], [4.031, -0.437, -1.338], [2.635, -0.591, -2.305], [3.392, -1.886, -1.771], [1.274, -1.040, -0.407], [-4.268, 1.970, 0.207], [-1.677, -0.915, 1.459], [-0.707, 1.632, -1.332]], "forces_ev_per_angstrom": [[1.65, -1.41, 0.57], [-1.30, 0.07, 0.92], [-1.57, -0.37, -1.87], [-3.44, -1.83, -0.28], [-2.87, -2.52, -4.16], [3.58, -1.79, 0.15], [3.00, 2.59, -1.71], [0.81, 1.18, -1.03], [0.26, -1.36, -0.97], [-1.96, -1.74, 1.08], [0.93, -1.20, 0.69], [0.23, 1.66, 2.28], [0.42, 1.94, 0.05], [-0.21, -0.08, 1.89], [2.57, 0.16, 0.45], [3.86, 1.73, 1.02], [-0.45, 1.33, 0.13], [-0.01, 0.47, 0.94], [-3.29, 0.50, -0.24], [-1.72, -0.03, 0.29], [-0.62, -0.22, 0.46], [0.13, 0.91, -0.68]], "gap_ev": 8.45, "lumo_energy_ev": -8.866, "charge": 2}

***

# 9
{"formula": "C6H13N3", "method": "ωB97M-V/def2-TZVPD", "symbols": ["C", "C", "C", "C", "C", "C", "N", "N", "N", "H", "H", "H", "H", "H", "H", "H", "H", "H", "H", "H", "H", "H"], "positions_angstrom": [[-0.833, -1.457, 1.279], [-0.729, -0.220, -2.217], [0.100, 0.646, -1.267], [-1.558, -0.260, 1.153], [1.155, -1.177, 0.031], [1.751, 1.203, 0.443], [0.304, -1.797, 0.905], [-1.354, 0.900, 1.523], [0.825, 0.303, -0.252], [-1.382, -2.163, 1.873], [-0.866, -1.211, -1.931], [-1.783, 0.172, -2.364], [0.075, 1.630, -1.670], [-0.313, -0.082, -3.172], [-2.493, -0.565, 0.848], [2.130, -1.214, 0.382], [1.269, -1.665, -0.925], [1.952, 0.603, 1.489], [2.769, 1.344, -0.151], [1.245, 2.239, 0.571], [-1.953, 1.725, 1.503], [-0.310, 1.046, 1.949]], "forces_ev_per_angstrom": [[2.20, -1.08, 1.10], [-1.14, 1.87, 2.03], [-0.64, -1.52, -1.20], [-1.93, -0.76, -0.54], [-1.21, 1.63, -1.26], [1.13, 0.76, 1.66], [0.02, -1.60, -0.19], [5.13, 2.75, 2.54], [0.70, -0.73, -1.97], [-0.52, -0.57, 0.37], [0.25, -1.90, 0.29], [1.14, 0.15, 0.46], [0.38, 1.33, 0.66], [0.84, -0.10, -1.44], [-2.73, 0.27, -1.04], [1.93, 0.27, 1.08], [-0.66, -0.52, -0.40], [-0.18, 2.14, -2.38], [-2.16, -0.46, 1.31], [1.10, -1.71, 0.00], [-0.37, -0.37, -0.02], [-3.28, 0.19, -1.07]], "gap_ev": 9.42, "smiles": "C/C=[N+](/C)C/N=C\\C=[NH2+]", "lumo_energy_ev": -9.525, "charge": 2}

***

# 10
{"formula": "C6H13N3", "method": "ωB97M-V/def2-TZVPD", "symbols": ["C", "C", "C", "C", "C", "C", "N", "N", "N", "H", "H", "H", "H", "H", "H", "H", "H", "H", "H", "H", "H", "H"], "positions_angstrom": [[1.611, 0.950, -0.283], [-1.505, -1.254, 0.525], [0.298, 1.493, -0.662], [-0.737, 0.350, -1.149], [-2.542, 0.831, 0.415], [3.181, -0.866, 0.032], [-1.571, -0.123, -0.010], [1.960, -0.285, -0.230], [-1.582, -2.293, 1.261], [2.422, 1.746, 0.016], [-0.146, 2.242, 0.027], [0.452, 2.067, -1.552], [-1.267, 0.814, -1.993], [-0.126, -0.452, -1.490], [-3.261, 0.467, 1.170], [-1.921, 1.665, 0.757], [-3.010, 1.260, -0.454], [3.598, -0.274, 0.916], [4.060, -1.013, -0.723], [3.128, -1.917, 0.398], [-2.365, -2.920, 1.348], [-0.677, -2.487, 1.680]], "forces_ev_per_angstrom": [[4.40, -0.60, 1.96], [-0.90, 0.58, 0.14], [-1.85, -1.11, 0.01], [2.11, 1.87, -0.48], [-0.79, 2.23, 1.99], [4.33, -0.66, 2.44], [0.53, -3.15, -0.60], [-4.53, 1.43, -2.27], [1.56, 2.71, -1.69], [-1.49, -1.07, -0.71], [0.44, -0.62, -0.09], [0.11, 0.41, -0.79], [-0.86, -0.63, 0.74], [0.35, -0.82, -0.24], [0.50, 0.18, -0.43], [-0.47, -0.05, 0.63], [-0.53, -0.43, -0.58], [0.22, -0.81, -1.03], [-2.06, 1.12, 0.54], [-0.62, 0.71, -0.19], [-0.62, -0.79, -0.45], [0.19, -0.51, 1.11]], "gap_ev": [4.49, 4.50], "smiles": "C/N=C/CC[N+](C)=C=[NH2+]", "lumo_energy_ev": [-11.547, -11.546], "charge": 2}

***

# 11
{"formula": "C6H13N3P", "method": "ωB97M-V/def2-TZVPD", "symbols": ["C", "C", "C", "C", "C", "C", "N", "N", "N", "P", "H", "H", "H", "H", "H", "H", "H", "H", "H", "H", "H", "H", "H"], "positions_angstrom": [[-0.379, 0.904, -0.111], [-1.676, 0.952, -0.787], [0.293, 1.929, 0.410], [0.157, -0.531, -0.009], [1.661, 1.917, 1.068], [1.183, -0.843, -1.077], [-2.258, 2.014, -1.100], [-2.064, -0.388, -0.991], [-1.262, -1.365, -0.327], [-2.047, -2.327, 1.020], [-0.033, 2.908, 0.171], [0.548, -0.628, 0.987], [2.349, 2.415, 0.309], [1.952, 0.867, 1.335], [1.626, 2.480, 2.043], [0.828, -0.502, -2.012], [1.377, -1.874, -1.124], [2.109, -0.469, -0.759], [-3.139, 1.860, -1.426], [-3.137, -0.663, -1.056], [-0.977, -2.189, -1.115], [-1.730, -1.706, 2.243], [-0.906, -3.120, 1.056]], "forces_ev_per_angstrom": [[1.11, -1.00, 0.63], [0.98, 0.03, 0.56], [0.94, -0.26, -0.31], [-1.52, 1.38, -1.16], [-0.39, -0.43, 0.14], [-1.63, -0.43, 1.01], [2.36, 0.31, 1.14], [-3.45, -1.38, -0.44], [2.70, -0.92, -1.60], [-0.78, -0.64, -0.24], [-0.83, 0.84, 0.02], [-0.41, -1.16, 0.53], [-0.49, -0.74, 1.29], [0.24, 1.05, -0.44], [0.17, -0.26, -1.16], [0.08, 0.59, -1.09], [0.06, -1.74, -0.18], [1.28, 1.20, 0.11], [-3.22, -0.23, -1.48], [3.07, 0.81, 0.26], [-0.88, 2.75, 2.57], [0.34, 0.74, -0.26], [0.26, -0.50, 0.10]], "gap_ev": 9.24, "smiles": "[H]/N=C1\\N[N@H+](P)[C@@H](C)\\C1=C/C", "lumo_energy_ev": -3.899, "charge": 1}

***

Results for DFT total energy: -24343.0426, -18696.8244, -20239.3687, -10899.8333, -10899.5093, -10898.9085, -10902.2219, -10882.3229, -10882.2188, -10880.1334, -20181.9630 (in eV, following the order of the records).
Results for energy relative to the best compared isomer or geometry (same formula, charge and spin): 8.33, 40.05, 71.75, 82.53, 90.00, 103.85, 27.45, 89.91, 92.31, 140.40, 21.09 (in kcal per mole, following the order of the records).